DFT (the ωB97M-V functional and the def2-TZVPD basis) results for a 10-piece molecular cluster, C20H60O10S10 overall in a non-equilibrium geometry.

Calculated values
- charge = 0
- frontier orbital gap (eV) = 8.644
- 2S+1 = 1
- calculated total energy (Ha) = -5531.91015
- strongest force on any atom (eV/Å) = 3.5
- HOMO level (Ha) = -0.304

Bonds (Å) are listed after each position.
Element x y z (Å)
1 H -3.5293 0.8109 0.7024  C81 1.094
2 S 0.3722 1.1174 0.5102  C74 1.766, O91 1.469, C94 1.827
3 O -2.6697 -0.0893 -2.1142  S42 1.483
4 H 1.5889 2.7942 6.2868  C24 1.066
5 H -4.9523 1.4705 6.5075  C82 1.057
6 C 3.1127 -3.0603 -2.1834  H35 1.102, H65 1.070, H71 1.099, S88 1.809
7 H 2.2174 6.0338 2.8984  C77 1.088
8 H -4.8810 2.3201 4.9754  C82 1.102
9 S 0.1747 -3.0295 -3.9805  C30 1.770, O51 1.522, C55 1.774
10 H 5.7036 -3.3337 -1.2227  C19 1.083
11 H 3.9165 3.6428 -3.9217  C52 1.083
12 H 0.5493 4.6889 1.3344  C40 1.064
13 H 3.4125 2.2823 -5.0154  C52 1.079
14 H -2.5939 0.4943 -4.4675  C53 1.078
15 H -2.4861 3.7944 -3.1732  C95 1.131
16 H 4.6951 1.3703 -1.3774  C85 1.104
17 H -4.6868 -0.4315 0.8154  C81 1.062
18 H -2.3715 -5.1060 0.6376  C61 1.091
19 C 5.3111 -2.4399 -0.7527  H10 1.083, H72 1.083, S88 1.766, H92 1.104
20 H -0.8980 -2.9882 -5.9168  C30 1.104
21 H 0.0728 -1.0590 -5.4590  C55 1.130
22 H -2.5584 1.9172 3.9210  C54 1.132
23 S -1.0060 2.1006 -3.9382  O45 1.471, C53 1.710, C95 1.820
24 C 2.3251 2.2762 6.8583  H4 1.066, H41 1.055, S44 1.806, H50 1.080
25 S -2.5253 -5.8762 -1.5774  C27 1.836, C61 1.816, O90 1.502
26 H -2.7419 2.2446 -2.1680  C95 1.133
27 C -2.6190 -7.5153 -0.7545  S25 1.836, H34 1.038, H67 1.092, H69 1.065
28 H 3.2017 2.0091 -0.6785  C85 1.076
29 H 0.1079 -1.0982 -0.3855  C74 1.117
30 C -1.3280 -3.1313 -4.9103  S9 1.770, H20 1.104, H32 1.056, H62 1.047
31 H -1.7604 1.2569 -5.8041  C53 1.021
32 H -2.0325 -2.3856 -4.6586  C30 1.056
33 H -4.8400 -1.3932 -2.2972  C86 1.043
34 H -3.0817 -8.1109 -1.4680  C27 1.038
35 H 3.5426 -4.0741 -2.2233  C6 1.102
36 H -1.8541 -3.8083 -0.4855  C61 1.094
37 H 1.2770 -0.0851 -1.2968  C74 1.101
38 H 2.1766 4.2536 2.5376  C77 1.077
39 H -6.0995 0.9387 5.3088  C82 1.114
40 C -0.3301 4.8977 1.8957  H12 1.064, H48 1.078, S66 1.807, H93 1.110
41 H 1.8971 1.3821 7.2191  C24 1.055
42 S -3.0271 -0.9995 -0.9991  O3 1.483, C81 1.895, C86 1.786
43 H 1.0244 -0.7106 1.9607  C94 1.082
44 S 3.8310 2.2002 5.8635  C24 1.806, O78 1.486, C80 1.724
45 O -0.3960 3.2176 -4.6753  S23 1.471
46 H -2.9842 2.1941 -4.9267  C53 1.090
47 S -4.0694 0.1326 4.5726  C54 1.782, O60 1.467, C82 1.816
48 H -1.1313 4.2322 1.6181  C40 1.078
49 H -3.7550 -2.7818 -2.2358  C86 1.102
50 H 2.5618 3.0106 7.6139  C24 1.080
51 O -0.1585 -3.0228 -2.4953  S9 1.522
52 C 3.8851 2.5732 -4.0905  H11 1.083, H13 1.079, H68 1.125, S73 1.782
53 C -2.2301 1.4079 -4.9102  H14 1.078, S23 1.710, H31 1.021, H46 1.090
54 C -2.5574 1.0711 4.6724  H22 1.132, S47 1.782, H64 1.097, H87 1.095
55 C 0.3081 -1.3061 -4.3818  S9 1.774, H21 1.130, H57 1.083, H84 1.110
56 H -1.2377 3.2411 -1.8649  C95 1.119
57 H -0.5278 -0.8971 -3.8283  C55 1.083
58 O 0.1228 3.2219 3.9183  S66 1.473
59 H -0.4515 0.3159 -1.4760  C74 1.089
60 O -4.5217 0.1397 3.1767  S47 1.467
61 C -1.7871 -4.8752 -0.2547  H18 1.091, S25 1.816, H36 1.094, H98 1.076
62 H -1.7871 -4.0718 -4.9048  C30 1.047
63 O 2.9620 0.3040 -3.1750  S73 1.459
64 H -2.2773 1.3971 5.6812  C54 1.097
65 H 2.0607 -3.2159 -2.0625  C6 1.070
66 S 0.1797 4.6615 3.6128  C40 1.807, O58 1.473, C77 1.841
67 H -1.6196 -7.8934 -0.5305  C27 1.092
68 H 4.9167 2.1259 -4.1236  C52 1.125
69 H -3.0552 -7.5349 0.2170  C27 1.065
70 H 3.5510 -0.1143 5.7818  C80 1.070
71 H 3.4275 -2.3532 -2.9640  C6 1.099
72 H 5.8205 -2.2108 0.1749  C19 1.083
73 S 2.8531 1.7336 -2.9046  C52 1.782, O63 1.459, C85 1.752
74 C 0.2991 -0.0749 -0.7905  S2 1.766, H29 1.117, H37 1.101, H59 1.089
75 H -4.8118 -2.7019 -0.9950  C86 1.059
76 H 1.4488 0.8403 2.6341  C94 1.090
77 C 1.9431 5.0370 3.2385  H7 1.088, H38 1.077, S66 1.841, H83 1.025
78 O 5.0311 2.0202 6.7204  S44 1.486
79 H 4.3047 3.0682 -1.6262  C85 1.079
80 C 3.4991 0.6971 5.0861  S44 1.724, H70 1.070, H97 1.077, H100 1.072
81 C -4.1068 0.1009 0.1030  H1 1.094, H17 1.062, S42 1.895, H96 1.075
82 C -5.0768 1.3520 5.4644  H5 1.057, H8 1.102, H39 1.114, S47 1.816
83 H 2.5070 4.8798 4.0797  C77 1.025
84 H 1.2711 -0.8085 -4.1449  C55 1.110
85 C 3.8678 2.0874 -1.5203  H16 1.104, H28 1.076, S73 1.752, H79 1.079
86 C -4.3240 -2.0357 -1.6578  H33 1.043, S42 1.786, H49 1.102, H75 1.059
87 H -1.8073 0.3315 4.3738  C54 1.095
88 S 3.5611 -2.4998 -0.5231  C6 1.809, C19 1.766, O99 1.477
89 H 2.4682 0.0040 1.3265  C94 1.125
90 O -3.9251 -5.3651 -1.7687  S25 1.502
91 O 1.1225 2.2842 0.0257  S2 1.469
92 H 5.4745 -1.7044 -1.5594  C19 1.104
93 H -0.5221 5.9821 1.7558  C40 1.110
94 C 1.4426 0.2559 1.7136  S2 1.827, H43 1.082, H76 1.090, H89 1.125
95 C -1.9789 2.9331 -2.6444  H15 1.131, S23 1.820, H26 1.133, H56 1.119
96 H -4.6884 0.6120 -0.6425  C81 1.075
97 H 2.5187 0.7735 4.6465  C80 1.077
98 H -0.7657 -5.1935 -0.1423  C61 1.076
99 O 3.2841 -3.6956 0.2985  S88 1.477
100 H 4.2237 0.5459 4.3101  C80 1.072

Mulliken population analysis, charges in e, atoms 1 to 99: number 1, H, carries 0.19; number 2, S, carries 0.54; number 3, O, carries -0.65; number 4, H, carries 0.19; number 5, H, carries 0.41; number 6, C, carries -0.48; number 7, H, carries 0.38; number 8, H, carries 0.28; number 9, S, carries 0.35; number 10, H, carries 0.40; number 11, H, carries 0.42; number 12, H, carries 0.08; number 13, H, carries 0.38; number 14, H, carries 0.15; number 15, H, carries 0.45; number 16, H, carries 0.26; number 17, H, carries 0.56; number 18, H, carries 0.45; number 19, C, carries -1.09; number 20, H, carries 0.45; number 21, H, carries 0.48; number 22, H, carries 0.22; number 23, S, carries 0.92; number 24, C, carries -0.88; number 25, S, carries 0.59; number 26, H, carries 0.09; number 27, C, carries -1.10; number 28, H, carries 0.02; number 29, H, carries 0.37; number 30, C, carries -0.98; number 31, H, carries 0.47; number 32, H, carries 0.12; number 33, H, carries 0.52; number 34, H, carries 0.35; number 35, H, carries 0.48; number 36, H, carries -0.18; number 37, H, carries -0.44; number 38, H, carries 0.14; number 39, H, carries 0.31; number 40, C, carries -0.62; number 41, H, carries 0.36; number 42, S, carries 0.85; number 43, H, carries 0.46; number 44, S, carries 0.52; number 45, O, carries -0.74; number 46, H, carries 0.46; number 47, S, carries 0.36; number 48, H, carries 0.26; number 49, H, carries 0.18; number 50, H, carries 0.39; number 51, O, carries -0.48; number 52, C, carries -1.26; number 53, C, carries -1.20; number 54, C, carries -0.82; number 55, C, carries -0.04; number 56, H, carries 0.12; number 57, H, carries -0.28; number 58, O, carries -0.46; number 59, H, carries -0.75; number 60, O, carries -0.49; number 61, C, carries -0.61; number 62, H, carries 0.45; number 63, O, carries -0.75; number 64, H, carries 0.44; number 65, H, carries -0.36; number 66, S, carries 0.35; number 67, H, carries 0.37; number 68, H, carries 0.31; number 69, H, carries 0.34; number 70, H, carries 0.41; number 71, H, carries 0.38; number 72, H, carries 0.34; number 73, S, carries 1.00; number 74, C, carries 0.91; number 75, H, carries 0.42; number 76, H, carries -0.30; number 77, C, carries -0.82; number 78, O, carries -0.66; number 79, H, carries 0.43; number 80, C, carries -0.70; number 81, C, carries -1.27; number 82, C, carries -1.01; number 83, H, carries 0.35; number 84, H, carries -0.02; number 85, C, carries -0.82; number 86, C, carries -1.21; number 87, H, carries 0.26; number 88, S, carries 0.82; number 89, H, carries 0.23; number 90, O, carries -0.64; number 91, O, carries -0.69; number 92, H, carries 0.27; number 93, H, carries 0.42; number 94, C, carries -0.37; number 95, C, carries -0.76; number 96, H, carries 0.39; number 97, H, carries 0.06; number 98, H, carries 0.41; number 99, O, carries -0.75

DFT (the ωB97M-V functional and the def2-TZVPD basis) results for a 10-piece molecular cluster, C20H60O11 overall in a non-equilibrium geometry.

Calculated values
- charge = 0
- frontier orbital gap (eV) = 9.740
- 2S+1 = 1
- calculated total energy (Ha) = -1625.50060
- strongest force on any atom (eV/Å) = 2.1
- HOMO level (Ha) = -0.342

Bonds (Å) are listed after each position.
Element x y z (Å)
1 H 3.5952 -4.7776 -1.5492  C38 1.091
2 H -2.2181 -5.7954 3.2818  C39 1.088
3 O -3.4410 -1.0678 -1.0943  H17 0.971, C45 1.417
4 H 0.6610 4.7146 2.3656  C20 1.095
5 H -2.0953 4.2796 -1.5078  C53 1.093
6 H 0.8392 1.7662 -3.8109  C16 1.088
7 H 5.0069 1.5427 0.0494  C10 1.096
8 O -1.7235 4.1988 2.0739  C11 1.435, H18 0.961
9 H 5.8416 -0.1693 -1.8271  C25 1.097
10 C 5.1276 2.4630 0.6326  H7 1.096, H46 1.094, C64 1.507, O80 1.443
11 C -0.7586 4.0632 1.0209  O8 1.435, H12 1.099, C20 1.526, H90 1.097
12 H -0.8447 4.9073 0.3224  C11 1.099
13 C -1.5283 -3.8566 2.5371  O35 1.443, C39 1.510, H41 1.095, H42 1.088
14 H -2.8139 -0.1185 2.3670  C43 1.098
15 H -2.0679 -5.6963 1.4851  C39 1.087
16 C 0.4370 2.1467 -2.8740  H6 1.088, H54 1.096, H62 1.083, C77 1.530
17 H -2.5249 -1.3391 -0.9222  O3 0.971
18 H -2.3624 3.5086 1.8764  O8 0.961
19 H 7.0245 -2.4263 -2.0115  O22 0.962
20 C 0.6553 3.9484 1.5836  H4 1.095, C11 1.526, H67 1.088, H74 1.090
21 H 5.6241 4.1970 -0.0134  O80 0.961
22 O 6.1272 -2.2205 -1.7311  H19 0.962, C25 1.419
23 O -3.9161 2.8437 3.4148  C68 1.440, H72 0.958
24 O -3.2883 2.0265 -0.3132  C34 1.432, H85 0.966
25 C 5.6300 -1.0762 -2.4076  H9 1.097, O22 1.419, C63 1.545, H88 1.093
26 H 3.5208 -0.5905 -3.0605  C63 1.090
27 C 1.6247 -5.3403 -0.8984  O33 1.427, C38 1.535, H44 1.087, H59 1.094
28 H 4.0390 -2.2581 -3.0394  C63 1.092
29 H -0.6392 0.6927 -0.3160  C40 1.091
30 H -4.6900 0.9602 3.7319  C68 1.096
31 H 1.0638 3.9942 -1.9202  C77 1.093
32 O 2.0459 2.3299 -1.0012  H56 0.965, C77 1.436
33 O 0.3710 -4.7076 -0.6474  C27 1.427, H52 0.963
34 C -3.4257 2.5715 -1.6308  O24 1.432, H50 1.096, C53 1.510, H79 1.097
35 O -0.1092 -4.1146 2.5687  C13 1.443, H75 0.961
36 H 1.4386 0.9838 0.2811  O91 0.975
37 H -2.1136 1.3932 2.0191  C43 1.088
38 C 2.6152 -4.3071 -1.4539  H1 1.091, C27 1.535, H49 1.090, H61 1.093
39 C -2.2851 -5.1561 2.4035  H2 1.088, C13 1.510, H15 1.087, H82 1.100
40 C -0.1712 -0.0739 0.3036  H29 1.091, H69 1.087, C83 1.540, O91 1.428
41 H -1.6969 -3.2599 1.6346  C13 1.095
42 H -1.8268 -3.2110 3.3607  C13 1.088
43 C -2.7229 0.8980 2.7726  H14 1.098, H37 1.088, H65 1.089, C68 1.501
44 H 1.5527 -6.2363 -1.5101  C27 1.087
45 C -4.3129 -1.6490 -0.1398  O3 1.417, C58 1.557, H76 1.091, H87 1.096
46 H 6.1446 2.4941 1.0342  C10 1.094
47 H 3.6969 -1.4827 -1.5015  C63 1.086
48 H -0.4966 -3.1091 -0.5617  O73 0.969
49 H 2.8159 -3.4250 -0.8459  C38 1.090
50 H -2.7594 2.0366 -2.3171  C34 1.096
51 H 4.2815 3.3615 2.2598  C64 1.092
52 H -0.2942 -5.0176 -1.2708  O33 0.963
53 C -3.1584 4.0577 -1.6332  H5 1.093, C34 1.510, H71 1.088, H81 1.092
54 H -0.2871 2.8846 -3.2394  C16 1.096
55 H -5.3391 -3.6285 -0.0557  C58 1.087
56 H 2.7676 2.8861 -0.6820  O32 0.965
57 H -3.4852 -3.6275 -0.2342  C58 1.087
58 C -4.4426 -3.1669 -0.4626  C45 1.557, H55 1.087, H57 1.087, H86 1.092
59 H 2.0495 -5.6300 0.0675  C27 1.094
60 H -4.7005 1.5471 2.0679  C68 1.098
61 H 2.1481 -3.9067 -2.3572  C38 1.093
62 H -0.1047 1.4543 -2.2420  C16 1.083
63 C 4.1057 -1.3144 -2.4933  C25 1.545, H26 1.090, H28 1.092, H47 1.086
64 C 4.1697 2.3811 1.7926  C10 1.507, H51 1.092, H78 1.091, H84 1.090
65 H -2.2205 0.7872 3.7321  C43 1.089
66 H 0.3889 -0.9664 -1.5971  C83 1.093
67 H 1.4690 4.1498 0.8903  C20 1.088
68 C -4.0900 1.4827 2.9783  O23 1.440, H30 1.096, C43 1.501, H60 1.098
69 H -0.8959 -0.4250 1.0345  C40 1.087
70 H 1.1092 -1.6956 -0.0932  C83 1.089
71 H -3.4934 4.4896 -2.5734  C53 1.088
72 H -4.6485 3.1290 3.9624  O23 0.958
73 O -0.8742 -2.2170 -0.5388  H48 0.969, C83 1.436
74 H 0.8304 3.0036 2.0979  C20 1.090
75 H 0.2509 -3.9203 1.6993  O35 0.961
76 H -5.2418 -1.0818 -0.2099  C45 1.091
77 C 1.4675 3.0005 -2.1320  C16 1.530, H31 1.093, O32 1.436, H89 1.097
78 H 3.1449 2.2541 1.4403  C64 1.091
79 H -4.4481 2.3140 -1.9350  C34 1.097
80 O 4.8263 3.6686 -0.1013  C10 1.443, H21 0.961
81 H -3.5886 4.5398 -0.7532  C53 1.092
82 H -3.3409 -4.8586 2.3222  C39 1.100
83 C 0.2181 -1.2849 -0.5653  C40 1.540, H66 1.093, H70 1.089, O73 1.436
84 H 4.3763 1.5225 2.4314  C64 1.090
85 H -3.3859 1.0655 -0.3424  O24 0.966
86 H -4.5621 -3.1662 -1.5480  C58 1.092
87 H -3.9470 -1.5010 0.8828  C45 1.096
88 H 6.0484 -0.8808 -3.3985  C25 1.093
89 H 2.3429 3.1843 -2.7671  C77 1.097
90 H -1.1272 3.2273 0.4127  C11 1.097
91 O 1.0149 0.4023 0.9395  H36 0.975, C40 1.428

List of Mulliken charges in e, atom by atom: number 1, H, carries 0.40; number 2, H, carries 0.36; number 3, O, carries -0.62; number 4, H, carries 0.47; number 5, H, carries 0.03; number 6, H, carries 0.43; number 7, H, carries -0.02; number 8, O, carries -0.60; number 9, H, carries 0.11; number 10, C, carries -0.21; number 11, C, carries 0.65; number 12, H, carries 0.42; number 13, C, carries 0.58; number 14, H, carries -0.27; number 15, H, carries 0.21; number 16, C, carries -0.87; number 17, H, carries 0.34; number 18, H, carries 0.23; number 19, H, carries 0.28; number 20, C, carries -0.95; number 21, H, carries 0.32; number 22, O, carries -0.51; number 23, O, carries -0.55; number 24, O, carries -0.16; number 25, C, carries -0.24; number 26, H, carries 0.40; number 27, C, carries -0.60; number 28, H, carries 0.33; number 29, H, carries -0.55; number 30, H, carries 0.46; number 31, H, carries 0.41; number 32, O, carries -0.14; number 33, O, carries -0.38; number 34, C, carries -0.24; number 35, O, carries -0.58; number 36, H, carries 0.25; number 37, H, carries -0.37; number 38, C, carries -0.80; number 39, C, carries -1.08; number 40, C, carries 1.02; number 41, H, carries -0.43; number 42, H, carries 0.34; number 43, C, carries 0.27; number 44, H, carries 0.38; number 45, C, carries 0.11; number 46, H, carries 0.52; number 47, H, carries 0.07; number 48, H, carries 0.16; number 49, H, carries 0.15; number 50, H, carries 0.23; number 51, H, carries 0.26; number 52, H, carries 0.19; number 53, C, carries -1.00; number 54, H, carries 0.34; number 55, H, carries 0.38; number 56, H, carries 0.01; number 57, H, carries 0.02; number 58, C, carries -1.00; number 59, H, carries 0.27; number 60, H, carries 0.12; number 61, H, carries 0.29; number 62, H, carries -0.12; number 63, C, carries -0.79; number 64, C, carries -0.63; number 65, H, carries 0.45; number 66, H, carries 0.17; number 67, H, carries 0.15; number 68, C, carries -0.39; number 69, H, carries -0.14; number 70, H, carries 0.32; number 71, H, carries 0.41; number 72, H, carries 0.28; number 73, O, carries -0.36; number 74, H, carries 0.11; number 75, H, carries 0.29; number 76, H, carries 0.46; number 77, C, carries -0.45; number 78, H, carries -0.15; number 79, H, carries 0.40; number 80, O, carries -0.57; number 81, H, carries 0.33; number 82, H, carries 0.30; number 83, C, carries -0.15; number 84, H, carries 0.40; number 85, H, carries 0.10; number 86, H, carries 0.32; number 87, H, carries -0.06; number 88, H, carries 0.37; number 89, H, carries 0.35; number 90, H, carries -0.48; number 91, O, carries -0.60